(1)
The following is a DFT calculation (ωB97M-V with the def2-TZVPD basis set) of 7 unconnected molecules or ions with the total composition C35H35N7.

As for the relative energy (zero: lowest compared OMol25 entry of this formula, charge and spin): 62.2 kcal per mole. For the total energy, the calculation gives -47289.589 eV. The calculation puts the HOMO-LUMO gap at 0.355 Eh.

Element x y z (Å)
C -1.3050 1.9026 5.9503
C -1.7340 0.7843 5.2582
C -1.1541 -0.4826 5.5018
N -0.1800 -0.5965 6.4225
C 0.3255 0.5019 7.0172
C -0.1956 1.7427 6.8106
H -1.6932 2.8650 5.6512
H -2.5328 0.8997 4.5406
H -1.5578 -1.4456 5.2258
H 1.0537 0.3637 7.8028
H 0.2676 2.5854 7.3022
C 2.0404 -1.9544 -3.7455
C 2.3489 -3.2310 -4.2314
C 2.6545 -3.2881 -5.6366
N 2.7134 -2.2326 -6.5367
C 2.2731 -1.0872 -5.9799
C 1.9451 -0.9401 -4.6750
H 1.8726 -1.8608 -2.6828
H 2.3881 -4.0113 -3.4858
H 2.8821 -4.1976 -6.1726
H 2.2657 -0.2145 -6.6161
H 1.5548 0.0141 -4.3533
C -4.9999 1.8960 -0.8540
C -4.9476 0.9531 -1.8935
C -6.2050 0.3830 -2.3271
N -7.4301 0.7353 -1.8131
C -7.4380 1.7676 -0.9601
C -6.2828 2.3901 -0.4519
H -4.1096 2.4331 -0.5618
H -3.9939 0.6424 -2.2940
H -6.1771 -0.2352 -3.2122
H -8.4093 2.1696 -0.7125
H -6.2886 3.1968 0.2662
C -0.0580 -0.7769 1.3291
C -0.8281 0.3554 1.3029
C -1.4982 0.6348 0.0883
N -1.4639 -0.2045 -1.0281
C -0.5961 -1.2914 -0.9368
C 0.1236 -1.6190 0.1966
H 0.4094 -1.1057 2.2456
H -0.8786 0.9931 2.1731
H -2.1557 1.4916 0.0954
H -0.5078 -1.9861 -1.7590
H 0.8234 -2.4409 0.1640
C 5.7792 -1.6289 2.5550
C 6.1113 -0.6425 1.6186
C 5.1448 -0.4751 0.6042
N 3.9908 -1.1670 0.5755
C 3.7512 -2.1751 1.4243
C 4.6040 -2.3831 2.5001
H 6.3745 -1.8770 3.4214
H 6.9431 0.0406 1.7074
H 5.2470 0.3324 -0.1057
H 2.8498 -2.7695 1.3996
H 4.3738 -3.1907 3.1792
C 3.5054 1.9979 2.1197
C 3.7366 3.2639 2.6266
C 3.1177 3.6145 3.8161
N 2.3473 2.7251 4.5752
C 2.1556 1.5036 4.0923
C 2.7533 1.1628 2.8817
H 3.8484 1.7579 1.1242
H 4.4390 3.9247 2.1405
H 3.2779 4.5564 4.3197
H 1.6334 0.8180 4.7432
H 2.4912 0.1744 2.5341
C -2.0906 -1.2451 -4.5669
C -2.0755 0.1249 -4.3895
C -2.9600 0.9560 -5.1102
N -3.8583 0.4528 -5.9846
C -3.9277 -0.8892 -6.1045
C -3.1328 -1.7865 -5.3709
H -1.3683 -1.8501 -4.0391
H -1.2728 0.3505 -3.7031
H -3.0411 2.0165 -4.9229
H -4.7704 -1.3448 -6.6033
H -3.2990 -2.8478 -5.4819

=====

(2)
The following is a DFT calculation (ωB97M-V with the def2-TZVPD basis set) of 7 unconnected molecules or ions with the total composition C2H16O6.

The net charge is +1. As for the relative energy (zero: lowest compared OMol25 entry of this formula, charge and spin): 69.9 kcal per mole. For the total energy, the calculation gives -14605.734 eV. The calculation puts the HOMO-LUMO gap (spin up / spin down) at 0.264 / 0.096 Eh. Its spin multiplicity is 2.

Element x y z (Å)
C -0.0244 2.9592 -0.5159
C 0.5414 1.8830 -1.0878
H -1.0560 3.1338 -0.6089
H 0.7039 3.5976 0.0259
H 0.0899 1.2709 -1.8382
H 1.6173 1.6740 -1.0640
H -1.1826 -2.1551 -1.2849
H -2.7858 -1.8586 -1.1530
O -2.0807 -2.4440 -1.4124
H 0.3050 -1.2739 -2.7305
H 0.4182 -1.2656 -1.2966
O 0.2241 -0.7500 -1.9710
H -1.6270 0.9981 2.3906
H -0.3723 1.5961 1.7195
O -0.7526 0.6929 1.9965
H 2.2794 -2.2370 0.1986
H 0.9715 -1.9430 1.0542
O 1.3063 -2.0220 0.0916
H -1.7036 0.5812 -0.2240
H -1.8317 -0.3197 0.8889
O -2.1331 -0.1377 -0.0020
H 3.0020 -0.6563 1.8483
H 1.7065 -0.3086 2.5693
O 2.3841 -1.0153 2.4059

=====

(3)
The following is a DFT calculation (ωB97M-V with the def2-TZVPD basis set) of a gas-phase ion, C5H6N (charge +1).

The net charge is +1. As for the relative energy (zero: lowest compared OMol25 entry of this formula, charge and spin): 187.5 kcal per mole. For the total energy, the calculation gives -6757.048 eV. The calculation puts the HOMO-LUMO gap at 0.350 Eh.

Element x y z (Å)
C -0.2624 -0.3790 1.2797
C 0.4291 -0.4607 2.3360
C 1.3719 -0.0447 1.4133
C -0.4670 -0.5996 -1.3077
C -0.9725 0.7799 -0.9718
N -0.1669 -0.0236 -0.0103
H 1.6563 0.9229 1.3129
H 2.1814 -0.8280 1.0300
H -1.3704 -1.1713 -1.2896
H 0.3668 -0.8265 -1.9432
H -0.7509 1.8203 -1.2595
H -2.0153 0.8104 -0.5899

=====

What did the first record say?
The following is a DFT calculation (ωB97M-V with the def2-TZVPD basis set) of 7 unconnected molecules or ions with the total composition C35H35N7.

As for the relative energy (zero: lowest compared OMol25 entry of this formula, charge and spin): 62.2 kcal per mole. For the total energy, the calculation gives -47289.589 eV. The calculation puts the HOMO-LUMO gap at 0.355 Eh.

Element x y z (Å)
C -1.3050 1.9026 5.9503
C -1.7340 0.7843 5.2582
C -1.1541 -0.4826 5.5018
N -0.1800 -0.5965 6.4225
C 0.3255 0.5019 7.0172
C -0.1956 1.7427 6.8106
H -1.6932 2.8650 5.6512
H -2.5328 0.8997 4.5406
H -1.5578 -1.4456 5.2258
H 1.0537 0.3637 7.8028
H 0.2676 2.5854 7.3022
C 2.0404 -1.9544 -3.7455
C 2.3489 -3.2310 -4.2314
C 2.6545 -3.2881 -5.6366
N 2.7134 -2.2326 -6.5367
C 2.2731 -1.0872 -5.9799
C 1.9451 -0.9401 -4.6750
H 1.8726 -1.8608 -2.6828
H 2.3881 -4.0113 -3.4858
H 2.8821 -4.1976 -6.1726
H 2.2657 -0.2145 -6.6161
H 1.5548 0.0141 -4.3533
C -4.9999 1.8960 -0.8540
C -4.9476 0.9531 -1.8935
C -6.2050 0.3830 -2.3271
N -7.4301 0.7353 -1.8131
C -7.4380 1.7676 -0.9601
C -6.2828 2.3901 -0.4519
H -4.1096 2.4331 -0.5618
H -3.9939 0.6424 -2.2940
H -6.1771 -0.2352 -3.2122
H -8.4093 2.1696 -0.7125
H -6.2886 3.1968 0.2662
C -0.0580 -0.7769 1.3291
C -0.8281 0.3554 1.3029
C -1.4982 0.6348 0.0883
N -1.4639 -0.2045 -1.0281
C -0.5961 -1.2914 -0.9368
C 0.1236 -1.6190 0.1966
H 0.4094 -1.1057 2.2456
H -0.8786 0.9931 2.1731
H -2.1557 1.4916 0.0954
H -0.5078 -1.9861 -1.7590
H 0.8234 -2.4409 0.1640
C 5.7792 -1.6289 2.5550
C 6.1113 -0.6425 1.6186
C 5.1448 -0.4751 0.6042
N 3.9908 -1.1670 0.5755
C 3.7512 -2.1751 1.4243
C 4.6040 -2.3831 2.5001
H 6.3745 -1.8770 3.4214
H 6.9431 0.0406 1.7074
H 5.2470 0.3324 -0.1057
H 2.8498 -2.7695 1.3996
H 4.3738 -3.1907 3.1792
C 3.5054 1.9979 2.1197
C 3.7366 3.2639 2.6266
C 3.1177 3.6145 3.8161
N 2.3473 2.7251 4.5752
C 2.1556 1.5036 4.0923
C 2.7533 1.1628 2.8817
H 3.8484 1.7579 1.1242
H 4.4390 3.9247 2.1405
H 3.2779 4.5564 4.3197
H 1.6334 0.8180 4.7432
H 2.4912 0.1744 2.5341
C -2.0906 -1.2451 -4.5669
C -2.0755 0.1249 -4.3895
C -2.9600 0.9560 -5.1102
N -3.8583 0.4528 -5.9846
C -3.9277 -0.8892 -6.1045
C -3.1328 -1.7865 -5.3709
H -1.3683 -1.8501 -4.0391
H -1.2728 0.3505 -3.7031
H -3.0411 2.0165 -4.9229
H -4.7704 -1.3448 -6.6033
H -3.2990 -2.8478 -5.4819